[1]
This record from the OMol25 dataset describes a 2-piece molecular cluster, C4H12NOS overall in a non-equilibrium geometry. The level of theory is ωB97M-V with the def2-TZVPD basis set.

Last column: Mulliken charge in e.
Atoms and positions in Å:
S1 1.22756 -0.01705 -0.52976  -0.63
O1 3.03411 1.36869 -3.97588  -0.67
N1 -1.65789 0.18837 1.94412  -0.57
C1 -1.30709 -0.35602 0.59851  0.10
C2 -2.40144 -1.37734 0.17180  -1.61
C3 -0.63074 1.15965 2.32318  -0.72
C4 0.08782 -1.03070 0.55774  -0.76
H1 -0.98037 1.89845 3.05289  0.29
H2 2.56076 1.58233 -3.16097  0.34
H3 -2.35302 -2.15631 0.95649  0.30
H4 0.30645 0.77354 2.74107  0.24
H5 -3.33630 -0.86480 0.41709  0.42
H6 -2.23514 -1.87401 -0.77272  0.39
H7 2.70320 0.53540 -4.37605  0.32
H8 0.08812 -2.02108 0.09581  0.28
H9 -0.30176 1.74236 1.46084  0.26
H10 -1.42233 -0.63897 2.50695  0.32
H11 -1.37312 0.44899 -0.12387  0.49
H12 0.50122 -1.19478 1.55885  0.23

As for the HOMO energy: -2.5622 eV. Its electronic energy is -18715.6704 eV. Its total charge is -1. For the HOMO-LUMO gap, the calculation gives 6.4 eV.

[2]
This record from the OMol25 dataset describes a 2-piece molecular cluster, C4H12NOS overall in a non-equilibrium geometry. The level of theory is ωB97M-V with the def2-TZVPD basis set.

Last column: Mulliken charge in e.
Atoms and positions in Å:
S1 -2.09612 1.73011 0.40022  -0.78
O1 -2.66294 2.59211 -2.64592  -0.67
N1 0.27489 -1.61033 0.69721  0.05
C1 0.06831 -0.14057 0.81539  1.02
C2 1.60688 -2.20019 0.57720  -4.45
C3 1.25591 0.72965 0.54804  -1.55
C4 -1.17765 0.17588 -0.05027  -1.24
H1 -1.03888 0.41658 -1.10358  0.30
H2 -2.56268 2.00203 -1.85557  0.23
H3 -2.34256 3.34689 -2.15398  0.35
H4 2.25271 -1.82224 1.38908  0.46
H5 -0.25373 -2.01814 -0.06075  0.17
H6 1.73966 -3.27082 0.44332  1.96
H7 1.98936 0.56244 1.34530  0.58
H8 1.02486 1.79133 0.38701  0.32
H9 -1.85710 -0.67490 0.01549  0.34
H10 -0.17434 -0.03405 1.88907  0.17
H11 1.91789 0.29475 -0.21698  0.45
H12 2.03554 -1.87053 -0.42028  0.27

As for the expectation value of S²: 0.75. As for the HOMO energy (spin up / spin down): 3.7419 / -0.4827 eV. Its electronic energy is -18711.8290 eV. The spin multiplicity is 2. Its total charge is -2. For the HOMO-LUMO gap (spin up / spin down), the calculation gives 2.0 / 6.2 eV.

[3]
This record from the OMol25 dataset describes an isolated ion of composition C4H12NOS and charge +1 in a non-equilibrium geometry. The level of theory is ωB97M-V with the def2-TZVPD basis set.

Last column: Mulliken charge in e.
Atoms and positions in Å:
S1 -0.29149 1.45887 2.46481  -0.25
O1 -0.08033 0.11406 -2.77768  -0.54
N1 -1.60940 0.07722 -0.51752  -0.25
C1 0.42021 -0.60013 0.85504  -0.83
C2 1.01763 0.40022 1.81183  -0.71
C3 0.44687 -0.63039 -1.66743  -0.79
C4 -0.11322 0.09866 -0.46567  -0.06
H1 0.09451 -1.65577 -1.79666  0.37
H2 -2.06413 -0.74090 -0.12314  0.35
H3 1.42549 -0.17178 2.64207  0.42
H4 1.74542 0.99462 1.31753  0.41
H5 1.52884 -0.55748 -1.58584  0.42
H6 0.14915 1.64321 3.71377  0.17
H7 -1.96951 0.91676 -0.07815  0.35
H8 -0.43462 -1.18683 1.19322  0.38
H9 -2.00284 0.12376 -1.46892  0.38
H10 0.37231 -0.13392 -3.58876  0.32
H11 0.19431 1.13657 -0.40105  0.46
H12 1.17081 -1.28675 0.47256  0.40

As for the HOMO energy: -12.8610 eV. Its electronic energy is -18708.5577 eV. Its total charge is +1. Its SMILES is [NH3+][C@H](CO)CCS. For the HOMO-LUMO gap, the calculation gives 9.6 eV.

[4]
This record from the OMol25 dataset describes an isolated ion of composition C4H12NOS and charge +1 in a non-equilibrium geometry. The level of theory is ωB97M-V with the def2-TZVPD basis set.

Last column: Mulliken charge in e.
Atoms and positions in Å:
S1 -1.16838 0.82636 2.35653  -0.21
O1 1.15956 -2.33449 -0.59597  -0.58
N1 1.53745 0.12614 -1.18432  -0.24
C1 -0.62928 1.05250 -0.18392  -0.91
C2 0.58786 0.12094 0.08925  -0.04
C3 0.23328 -1.50154 0.07026  -0.43
C4 -1.82194 0.82860 0.75162  -0.49
H1 -0.38948 1.98413 2.45903  0.15
H2 -1.03798 0.92219 -1.20965  0.46
H3 -2.61820 1.71836 0.64893  0.36
H4 0.97872 -3.23545 -0.93427  0.36
H5 -2.26674 -0.24214 0.57533  0.26
H6 1.85708 -0.78139 -1.51975  0.31
H7 0.03407 -1.68359 1.16861  0.31
H8 1.27645 0.40986 0.96753  0.38
H9 2.17465 0.84221 -0.85373  0.37
H10 0.97669 0.41579 -1.93057  0.32
H11 -0.75424 -1.53146 -0.50887  0.29
H12 -0.12957 2.06296 -0.16605  0.35

As for the HOMO energy: -12.5982 eV. Its electronic energy is -18706.8976 eV. Its total charge is +1. Its SMILES is [NH3+][C@H](CO)CCS. For the HOMO-LUMO gap, the calculation gives 9.3 eV.

[5]
This record from the OMol25 dataset describes a 2-piece molecular cluster, C4H12NOSe overall in a non-equilibrium geometry. The level of theory is ωB97M-V with the def2-TZVPD basis set.

Last column: Mulliken charge in e.
Atoms and positions in Å:
Se1 -0.94812 -0.60177 0.38053  0.07
O1 1.54324 -0.50034 -0.63824  -0.25
N1 -1.41053 2.30071 0.78769  -0.78
C1 0.61552 0.06451 -1.33111  -0.43
C2 -2.97558 -0.80424 0.52329  -0.99
C3 2.71465 -2.48136 -0.32732  -0.75
C4 2.10798 -1.58694 -1.09028  0.16
H1 -2.32513 2.19997 0.50136  0.29
H2 -0.88035 0.89226 0.65926  0.48
H3 0.51481 1.09923 -1.20244  0.33
H4 2.90708 -2.11941 0.64227  0.26
H5 -3.19478 -0.69745 1.61961  0.32
H6 2.03804 -1.74979 -2.13014  0.33
H7 -3.55481 -0.07769 0.07292  0.37
H8 0.43330 -0.17036 -2.33222  0.41
H9 -3.21813 -1.74778 0.06452  0.32
H10 -1.56392 2.68518 1.74532  0.29
H11 3.17046 -3.46656 -0.56150  0.28
H12 -0.86876 2.95183 0.28260  0.28

As for the HOMO energy: -12.8704 eV. Its electronic energy is -73215.9951 eV. Its total charge is +1. For the HOMO-LUMO gap, the calculation gives 8.3 eV.

[6]
This record from the OMol25 dataset describes a 2-piece molecular cluster, C4H12NP overall in a non-equilibrium geometry. The level of theory is ωB97M-V with the def2-TZVPD basis set.

Last column: Mulliken charge in e.
Atoms and positions in Å:
P1 1.63295 1.35836 0.27983  -0.14
N1 0.45597 0.49806 -0.35444  -0.25
C1 -1.68218 -0.56097 -0.66066  -1.64
C2 1.60297 -0.90031 -1.54564  -0.72
C3 -1.35514 1.17883 1.11642  -1.37
C4 -0.68113 -0.01413 0.37908  0.65
H1 1.91284 -1.64039 -0.78486  0.27
H2 -0.57381 1.72936 1.67826  0.40
H3 0.87049 -1.17902 -2.29704  0.28
H4 2.26238 1.56861 -0.91701  0.03
H5 2.30435 -0.13297 -1.70479  0.37
H6 -1.55431 -0.01301 -1.59984  0.43
H7 -1.46280 -1.54416 -0.97032  0.38
H8 -2.68923 -0.41632 -0.46595  0.41
H9 2.39229 0.26997 0.91218  -0.01
H10 -0.48347 -0.85002 1.05703  0.17
H11 -2.26568 0.78477 1.58165  0.40
H12 -1.86970 1.84444 0.39190  0.33

As for the HOMO energy: -7.9262 eV. Its electronic energy is -15117.3905 eV. Its total charge is 0. For the HOMO-LUMO gap, the calculation gives 8.1 eV.

Question: Which of these has the lowest electronic energy?
Answer: C4H12NOSe